No. 1
A molecular structure, C18H16N3O6RhS3, computed with ωB97M-V/def2-TZVPD.

Calculated values
HOMO (alpha / beta): -0.3111 / -0.3111 Ha
frontier orbital gap (alpha / beta): 7.7 / 7.7 eV

ORCA input file:
```
! RIJCOSX wB97M-V def2-TZVPD def2/J DEFGRID3
* xyz 0 1
Rh 0.35389 -0.16440 0.58244
S 2.62699 -1.93913 3.88028
C 2.23699 -3.22349 2.83158
C 1.49664 -2.81313 1.76494
C 1.23228 -1.42240 1.80161
C 1.78335 -0.82996 2.87721
C 1.60124 0.59424 3.02759
C 2.10313 1.42467 4.01890
C 1.87011 2.78422 3.94256
C 1.12869 3.30167 2.89191
C 0.63104 2.42825 1.95137
N 0.85826 1.11718 2.04119
H 2.58076 -4.21791 3.07176
H 1.17227 -3.47624 0.97471
H 2.68321 0.98588 4.82011
H 2.27024 3.44893 4.69745
H 0.94422 4.36177 2.79828
H 0.03318 2.75007 1.10942
O -1.10737 -0.96026 -1.17059
S -1.18314 0.39763 -1.73553
O -2.47709 0.70026 -2.28456
O -0.69500 1.34819 -0.70391
C 0.00341 0.59727 -3.06240
C -0.53221 1.05882 -4.25741
C 0.29496 1.42968 -5.30643
C 1.66817 1.35662 -5.16257
C 2.21728 0.88445 -3.97951
C 1.40136 0.49708 -2.92424
S 2.28011 -0.13477 -1.49047
O 2.18998 0.89414 -0.42110
O 3.59915 -0.46255 -1.94528
O 1.51485 -1.29944 -1.02368
H -1.60674 1.13776 -4.33800
H -0.13831 1.78614 -6.23217
H 2.31861 1.66106 -5.97291
H 3.28700 0.79238 -3.85626
C -4.72863 -0.72958 0.88348
N -3.48694 -1.50821 0.89546
C -3.39046 -2.66888 -0.00624
C -2.38772 -0.93800 1.30424
N -1.40929 -0.45628 1.70036
H -5.55069 -1.38806 1.15700
H -4.91464 -0.30663 -0.10503
H -4.66351 0.07326 1.61242
H -4.35430 -3.17242 0.00652
H -2.61882 -3.34619 0.35071
H -3.13651 -2.35370 -1.01519
*
```



No. 2
10 unconnected molecules or ions with the total composition C40H106N6O16, computed with ωB97M-V/def2-TZVPD.

Calculated values
HOMO: -0.3157 Ha
frontier orbital gap: 8.7 eV

ORCA input file:
```
! RIJCOSX wB97M-V def2-TZVPD def2/J DEFGRID3
* xyz 0 1
C 1.88155 -10.06573 5.62101
O 1.45378 -8.98838 4.75949
C 2.36871 -8.69060 3.70866
C 1.88161 -7.36406 3.04632
N 0.64589 -7.50546 2.33628
C 0.30593 -6.29262 1.62575
C -0.89795 -6.45995 0.68843
O -0.53445 -7.05556 -0.55222
C -1.54381 -7.63706 -1.37167
H 2.77658 -9.75097 6.15763
H 2.13694 -10.96646 5.06284
H 1.12351 -10.32407 6.36043
H 2.22306 -9.42351 2.91511
H 3.41734 -8.57054 3.98079
H 2.72103 -7.11722 2.39628
H 1.78653 -6.57147 3.78852
H -0.04974 -7.60698 3.06147
H 1.18823 -5.89885 1.12118
H 0.16010 -5.51104 2.37138
H -1.23343 -5.42480 0.62510
H -1.66792 -7.06192 1.17101
H -2.47043 -7.07304 -1.47824
H -1.76335 -8.60679 -0.92499
H -1.15330 -7.83503 -2.36987
C -8.31520 -2.01019 -5.24768
O -8.13677 -1.82531 -3.80563
C -7.27421 -2.89225 -3.30607
C -7.08185 -2.75060 -1.82301
N -8.24660 -2.99820 -0.98281
C -9.47977 -2.30559 -1.38320
C -10.62766 -2.53005 -0.34665
O -10.72582 -1.43810 0.54498
C -11.80132 -1.55499 1.49230
H -8.82381 -2.96231 -5.39893
H -7.38165 -2.06996 -5.80715
H -8.90866 -1.15784 -5.57845
H -6.35865 -2.74420 -3.87872
H -7.61679 -3.90260 -3.52952
H -6.85802 -1.71128 -1.58257
H -6.17404 -3.30463 -1.58423
H -7.95402 -2.55454 -0.12394
H -9.74537 -2.78537 -2.32520
H -9.41324 -1.23359 -1.56891
H -10.50457 -3.43242 0.25224
H -11.61782 -2.67991 -0.77704
H -11.72590 -2.37331 2.20838
H -12.77008 -1.70507 1.01577
H -11.96519 -0.62605 2.03848
C -5.92709 2.88283 3.91911
O -6.12741 2.45701 2.56801
C -7.43339 2.82934 2.07873
C -7.53356 2.61504 0.54246
N -6.66389 3.55605 -0.14326
C -6.51344 3.32705 -1.56192
C -5.40596 4.19886 -2.25649
O -4.14018 3.64498 -1.92560
C -3.05127 4.47246 -2.23440
H -4.87081 2.87794 4.18808
H -6.49723 2.28897 4.63351
H -6.24286 3.91668 4.05886
H -7.54486 3.90911 2.17755
H -8.20430 2.21883 2.54892
H -8.54022 2.72589 0.13941
H -7.12576 1.62835 0.32279
H -5.76075 3.60051 0.30670
H -7.43689 3.57274 -2.08629
H -6.35379 2.27245 -1.78648
H -5.53589 5.25399 -2.01579
H -5.46400 4.01011 -3.32845
H -3.14168 4.96258 -3.20378
H -2.12639 3.89567 -2.23853
H -2.95782 5.30405 -1.53596
C 8.19629 9.27204 -2.56634
O 7.62445 8.60374 -3.70714
C 8.53808 7.60042 -4.19617
C 7.66473 6.38097 -4.76425
N 6.96600 5.71250 -3.67728
C 5.75803 5.09168 -4.17164
C 5.07334 4.25496 -3.06357
O 4.25016 5.07717 -2.22001
C 3.79963 4.39545 -1.07706
H 9.10061 9.75292 -2.93923
H 8.51448 8.63029 -1.74474
H 7.50056 9.98151 -2.11834
H 9.26429 7.24326 -3.46601
H 9.07201 8.10461 -5.00167
H 8.33397 5.66583 -5.24257
H 6.94361 6.69687 -5.51811
H 6.70973 6.39074 -2.97412
H 5.95534 4.44991 -5.03030
H 5.08123 5.88217 -4.49593
H 5.77315 3.65205 -2.48490
H 4.46225 3.51618 -3.58210
H 3.43240 3.41071 -1.36604
H 3.05718 5.08154 -0.66944
H 4.56758 4.25487 -0.31640
C 1.26169 -0.72881 5.14362
O 0.55438 0.41881 5.02309
C 0.23643 0.86464 3.70266
C -0.73371 2.08259 3.89726
N 0.08303 3.31879 3.83094
C -0.74436 4.50101 4.07130
C -1.85100 4.65098 3.03083
O -2.56966 5.84095 3.23181
C -3.64996 6.00830 2.29926
H 0.60892 -1.59985 5.20094
H 1.81920 -0.69190 6.07953
H 1.98435 -0.84794 4.33637
H -0.22562 0.08946 3.09135
H 1.22732 1.14629 3.34640
H -1.36481 2.03129 4.78450
H -1.46909 2.08952 3.09273
H 0.85096 3.31721 4.48699
H 0.00438 5.29245 4.03823
H -1.23307 4.53343 5.04506
H -2.55834 3.82201 3.00680
H -1.38596 4.60558 2.04605
H -3.49939 5.66436 1.27597
H -3.98996 7.04384 2.31156
H -4.45926 5.41766 2.72855
C 14.20859 -2.19411 1.63584
O 12.93743 -1.80756 2.07769
C 11.95787 -2.19198 1.10736
C 10.56516 -1.98441 1.69285
N 10.22462 -0.62329 2.03010
C 8.95423 -0.56788 2.82310
C 7.68941 -0.43682 1.92943
O 7.50131 -1.70376 1.31684
C 6.33628 -1.84327 0.54701
H 14.16485 -3.24363 1.34485
H 14.98847 -2.19672 2.39734
H 14.61421 -1.71210 0.74633
H 12.08730 -3.24254 0.84726
H 12.07318 -1.71985 0.13171
H 10.57130 -2.58736 2.60087
H 10.01261 -2.41486 0.85768
H 10.90030 -0.26735 2.69106
H 8.90675 0.32990 3.43941
H 8.96195 -1.39836 3.52905
H 7.78163 0.39438 1.23036
H 6.87565 -0.26618 2.63425
H 5.43027 -1.80981 1.15208
H 6.27951 -2.82392 0.07456
H 6.23752 -1.08439 -0.22916
C -4.40638 -2.24391 3.16052
O -5.76465 -1.80281 3.04000
H -3.87603 -1.87442 2.28285
H -3.81996 -1.95800 4.03371
H -4.26035 -3.32035 3.07075
H -5.73057 -0.85576 3.19343
C -0.01246 -3.48719 -5.27583
O 0.85234 -2.57118 -4.80360
H -0.21856 -3.38826 -6.34159
H 0.34166 -4.51381 -5.18226
H -0.98027 -3.54626 -4.77787
H 1.62630 -2.63810 -5.36762
C -1.42376 -0.37215 -1.54742
O -0.33349 -1.15111 -1.21914
H -2.22055 -0.94616 -2.02041
H -1.71922 0.28714 -0.73125
H -0.95952 0.24994 -2.31267
H 0.03757 -1.46112 -2.04848
C 0.59716 2.31997 -7.36607
O 0.34385 3.50268 -8.03121
H 0.02658 2.21797 -6.44296
H 0.47101 1.39857 -7.93459
H 1.65098 2.30112 -7.08818
H 0.33177 4.20490 -7.37673
*
```



No. 3
3 unconnected molecules or ions with the total composition C5H11IN5O2, computed with ωB97M-V/def2-TZVPD.

Calculated values
HOMO (alpha / beta): -0.3389 / -0.4478 Ha
frontier orbital gap (alpha / beta): 5.4 / 6.7 eV

ORCA input file:
```
! RIJCOSX wB97M-V def2-TZVPD def2/J DEFGRID3
* xyz 1 3
C 0.10879 2.49511 0.00506
C -0.36889 -1.82449 1.95730
C 1.26805 -0.33469 -2.82700
C 0.62364 4.92767 0.19123
C -1.68387 -3.41689 0.59479
N -0.24687 1.36837 -0.45718
N 0.59119 3.53998 -0.00690
N 1.32378 -0.75435 -1.64760
N -0.68420 0.28898 0.16527
N -0.51356 -2.66109 0.94073
O -1.22331 -0.46232 -0.56807
O -0.43122 -0.00035 1.34227
I 2.92460 -1.62231 -0.69150
H -1.09967 -1.66011 2.65013
H 0.61004 -1.55038 2.47036
H 2.16159 -0.17848 -3.41424
H 0.34616 0.02934 -3.33212
H 1.40838 5.34385 -0.27377
H -0.24646 5.37700 -0.28863
H 0.72306 5.00501 1.31549
H -1.39883 -4.45815 0.81663
H -2.49233 -3.10601 1.19759
H -1.93093 -3.40564 -0.49180
H 0.23087 -2.94005 0.35196
*
```



No. 4
A molecular structure, C19H43N2OP3ScSe, computed with ωB97M-V/def2-TZVPD.

Calculated values
HOMO (alpha / beta): -0.5725 / -0.5725 Ha
frontier orbital gap (alpha / beta): 2.4 / 2.7 eV

ORCA input file:
```
! RIJCOSX wB97M-V def2-TZVPD def2/J DEFGRID3
* xyz 3 1
Sc 0.07980 0.35028 0.98532
P 0.32180 2.24838 2.32122
P -2.21470 0.69978 0.61952
P 2.36580 0.05718 0.62182
H -1.41090 -3.10982 -7.98818
C -0.56240 -3.77032 -7.82898
C -0.72110 -5.03172 -7.43578
H -1.70580 -5.45552 -7.25688
C 0.44760 3.89548 1.49762
C -1.01670 2.59288 3.55252
C 1.76000 2.40428 3.47802
C -2.93800 -0.40132 -0.65938
C -3.52640 0.53468 1.92212
C -2.74730 2.34878 -0.02168
C 2.77140 -1.21112 -0.64258
C 3.53690 -0.44182 1.97192
C 3.35420 1.47768 -0.02068
H 0.42240 -3.34632 -8.00788
H 0.12750 -5.69212 -7.27658
H 0.46230 4.71458 2.22552
H -0.39250 4.02918 0.81202
H 1.36340 3.92088 0.89982
H -0.73920 3.40328 4.23602
H -1.21010 1.68588 4.13322
H -1.94040 2.86548 3.03712
H 1.70340 3.34098 4.04382
H 2.69790 2.39068 2.91822
H 1.76720 1.56668 4.17862
H -4.03200 -0.40982 -0.59768
H -2.55170 -1.41392 -0.51618
H -2.62580 -0.05142 -1.64548
H -4.35650 1.20888 1.68492
H -3.12980 0.79638 2.90652
H -3.90940 -0.48582 1.96072
H -3.84070 2.38848 -0.07248
H -2.32470 2.49938 -1.01718
H -2.40100 3.14438 0.64382
H 3.84340 -1.43802 -0.64858
H 2.46810 -0.83212 -1.62138
H 2.20120 -2.12162 -0.44118
H 4.56280 -0.44982 1.58802
H 3.30440 -1.43402 2.36372
H 3.47820 0.27718 2.79382
H 4.42340 1.26078 0.07852
H 3.12460 2.38648 0.54162
H 3.09630 1.64258 -1.06828
C 0.15540 0.58598 -2.75778
C -0.26560 -0.75022 -2.75398
C -0.30370 -1.48652 -3.93888
C 0.07560 -0.90742 -5.14988
C 0.49640 0.42588 -5.16078
C 0.53720 1.16518 -3.98158
Se 0.24720 1.71368 -1.20298
H -0.13660 -1.00422 0.07602
H -0.55890 -1.20092 -1.80958
H -0.63380 -2.52262 -3.91078
H 0.04530 -1.48282 -6.07088
H 0.79650 0.89458 -6.09508
H 0.86660 2.20098 -4.00068
C 0.46370 -1.54852 5.35062
N -0.46310 -2.14222 4.40532
C -0.64160 -1.67712 3.13642
N -1.50640 -2.31032 2.31342
O -0.00810 -0.69702 2.75652
H 1.00880 -0.68042 4.92582
H 1.21260 -2.30932 5.65642
H -0.09140 -1.20832 6.24932
H -0.99910 -2.96422 4.72262
H -1.64760 -1.99662 1.35322
H -2.03630 -3.13232 2.63792
*
```



Table of energy above the lowest of the compared OMol25 structures with the same formula, charge and spin (eV), in record order: 1.1721; 4.2110; 0.0000; 4.1152
Table of E (eV), in record order: -71193.5088; -84885.3655; -24992.5099; -139312.9999